Computed, not measured: a 6-piece molecular cluster, C16H46N2O6 overall at a distorted geometry, with ωB97M-V with the def2-TZVPD basis set.

XYZ file:
```
70
Properties=species:S:1:pos:R:3:forces:R:3
C -6.09690 -0.08655 -1.45443 -1.1975 -0.4440 -0.7016
O -4.98594 -0.87768 -1.80271 0.2232 -0.6116 1.6582
C -5.00243 -2.19577 -1.16432 1.0247 0.1905 -0.8073
C -3.86350 -2.98213 -1.88372 -0.1967 0.6448 -0.7275
C -3.44411 -4.28896 -1.26562 -0.6424 0.3449 0.7292
N -2.68015 -2.10843 -2.05813 -0.6110 0.2810 0.0849
H -6.01112 0.96108 -1.74291 0.5562 -0.1858 -0.2728
H -6.44321 -0.07636 -0.42095 0.6054 -0.3577 0.4050
H -6.90438 -0.54011 -2.02921 -0.6522 0.4066 -0.0060
H -4.74869 -2.19488 -0.10427 0.0251 0.7123 0.3108
H -5.99842 -2.63372 -1.22995 -0.0763 -0.1669 -0.4030
H -4.19416 -3.11915 -2.91328 -0.2142 -0.2664 -0.0844
H -2.56337 -4.65776 -1.79134 -0.0562 -0.0943 0.3164
H -4.22664 -5.04439 -1.19443 -0.0907 -0.0445 -0.5225
H -3.26902 -4.04541 -0.21770 0.7585 -0.2480 0.1784
H -3.14291 -1.21740 -2.16774 0.3751 0.5475 -0.7611
H -2.17373 -1.91415 -1.20613 0.1944 -0.6940 0.6193
C 3.85505 3.97804 1.47266 0.2380 -0.1717 0.5278
O 4.34092 2.95045 0.64001 0.2957 -0.6214 -0.4237
C 5.79080 2.94504 0.56928 -1.1065 -0.1855 0.3820
C 6.38618 1.77316 -0.25923 -0.6343 0.6572 -0.0975
C 6.56697 0.41895 0.44059 -1.5606 -0.2345 -0.4266
N 7.66516 2.16057 -0.78428 1.1028 0.1449 0.0675
H 4.12141 3.72007 2.49765 0.2029 0.3863 0.3081
H 2.77088 4.09033 1.48019 -0.0628 -0.5602 -0.5543
H 4.24062 4.95967 1.19726 0.3449 0.1093 0.0058
H 6.02368 3.91752 0.13553 0.5623 -0.0250 -0.3013
H 6.21070 2.91982 1.57484 0.0502 0.0389 0.3576
H 5.71546 1.68255 -1.11363 -0.2016 -0.3976 0.0006
H 7.44395 0.26867 1.07021 -0.0689 0.5162 0.0923
H 6.55731 -0.39469 -0.28465 0.4313 0.1902 -0.3381
H 5.63923 0.20173 0.96994 0.1255 0.1066 0.6246
H 8.28936 2.20087 0.00871 0.5052 -0.0854 0.0378
H 7.67954 3.10019 -1.15442 -0.2557 0.1187 -0.2622
C 2.86198 1.56291 -5.58133 1.5115 -0.5790 -0.1120
C 3.94998 1.19844 -6.63682 -0.3122 -0.6283 0.3674
O 3.60419 1.67257 -7.91152 0.0959 0.8964 -0.6404
H 1.86765 1.26909 -5.91760 0.0546 0.1040 0.0486
H 2.91804 2.61947 -5.31935 -0.2235 0.0883 -0.4263
H 3.10975 1.05326 -4.65022 -0.2193 -0.2664 0.0670
H 4.16569 0.14434 -6.81127 -0.6808 -0.6272 0.8268
H 4.95790 1.50572 -6.35790 -0.1927 0.9425 -0.0230
H 2.87689 1.12663 -8.21906 -0.0326 0.0690 -0.1009
C -0.69011 -0.80313 3.06603 -1.2784 -1.0854 0.1185
C 0.47334 -0.07664 2.50246 0.5113 0.6417 1.0209
O 0.80190 -0.59670 1.25039 -0.0266 0.0224 -0.9491
H -1.51925 -0.72703 2.36258 -0.1682 0.3088 -0.0310
H -1.05125 -0.47274 4.03995 0.2642 0.3640 -0.0323
H -0.57882 -1.88342 3.15934 0.6038 -0.0653 0.0107
H 1.36488 -0.10927 3.12871 0.0321 -0.2194 0.4297
H 0.21462 0.98132 2.45904 -0.1005 0.2412 -0.2736
H 1.18026 0.13596 0.75882 0.1671 -0.2049 -0.3087
C -3.63647 3.99567 0.70247 -1.0246 -1.5300 0.0054
C -4.43154 5.25847 0.46349 1.0762 -0.7112 0.4141
O -3.42742 6.10883 0.04311 1.0065 2.9240 -0.3598
H -4.35962 3.21370 0.93413 0.3499 -0.7019 -0.1677
H -2.90274 4.01474 1.50831 -0.4498 0.7112 0.4162
H -2.98115 3.77089 -0.13904 -0.5736 -0.3161 -0.4285
H -4.85287 5.56525 1.42082 -0.0381 0.4991 -0.1056
H -5.21101 5.29179 -0.29771 -0.3072 -0.8879 0.1671
H -3.31716 6.03443 -0.90762 -0.0379 0.0001 0.0564
C -3.08039 -5.85909 5.12974 0.7270 0.0652 -0.2129
C -1.72557 -6.60852 5.35032 -0.6979 0.8051 0.0899
O -0.63066 -5.70227 5.50616 -0.4702 0.3524 -0.1070
H -3.12407 -5.40610 4.13929 0.0746 -0.3607 -0.2671
H -3.30387 -4.99947 5.76156 0.4779 -0.2646 0.6128
H -3.90173 -6.56610 5.24656 0.0283 -0.0527 -0.1295
H -1.57248 -7.24941 4.48203 0.0479 -0.1482 0.0125
H -1.80172 -7.22112 6.24866 -0.0428 -0.1733 0.0254
H 0.20422 -6.11388 5.27132 -0.1453 -0.2141 -0.0303
```
Forces are in eV/Å.

For the total energy, the calculation gives -1197.98498 a.u. As for the total charge: 0. The HOMO energy comes out at -0.337 hartree. Its largest force on an atom is 3.113 eV/Å. Its relative energy (zero: lowest compared OMol25 entry of this formula, charge and spin) is 2.1437 eV. Its spin multiplicity is 1. The SMILES is COC[C@H](C)N.COC[C@H](C)N.CCO.CCO.CCO.CCO.



Computed, not measured: a 5-piece molecular cluster, C16H46N4O5 overall at a distorted geometry, with ωB97M-V with the def2-TZVPD basis set.

XYZ file:
```
71
Properties=species:S:1:pos:R:3:forces:R:3
O 0.48448 -0.68966 -0.57547 -0.6271 -1.0512 0.9030
H 1.02896 0.06648 -0.79461 0.6173 0.8654 -0.5145
H -0.00969 -0.86942 -1.37529 -0.1235 0.0093 -0.3471
C -2.70334 7.18311 2.20426 0.5025 -1.3394 -0.5620
C -1.69814 6.01061 2.49378 -1.4071 -0.2106 -0.6059
C -1.91111 4.76776 1.51536 0.0914 1.5062 -0.8291
O -0.92292 3.78307 1.64190 0.1208 0.5189 0.6275
C -0.88126 2.64305 0.80201 0.7274 -1.2297 0.9752
N -0.39469 6.63186 2.41592 0.4264 -0.7855 -0.1377
H -3.74122 6.85330 2.25032 -0.0468 0.1830 0.0626
H -2.45418 7.50838 1.19421 -0.2669 -0.0601 -0.2059
H -2.53258 8.07735 2.80365 -0.0171 -0.3175 0.4731
H -1.81488 5.60227 3.49764 -0.5186 -0.0781 0.2646
H -1.89125 5.10784 0.47996 0.1456 0.5164 -0.2682
H -2.94402 4.43473 1.61680 -0.1515 -0.5212 0.5961
H -1.54289 1.84488 1.13856 -0.7921 0.2425 -0.1368
H 0.07573 2.18316 1.04854 0.3332 0.1788 -0.1284
H -0.87268 2.69223 -0.28685 -0.4175 0.9642 -0.0465
H -0.38011 7.24657 3.21718 0.3458 0.3545 0.0908
H 0.20118 5.85813 2.67357 0.9309 0.0406 -0.1811
C 1.43833 0.20890 -4.07363 0.8285 0.9236 0.7376
C 2.50057 0.99091 -3.17400 -0.3006 -0.1822 -0.1806
C 3.22917 2.20408 -3.89826 0.6193 -0.9380 -0.6392
O 3.84609 1.87651 -5.20260 -0.9233 0.0917 1.7345
C 5.00503 1.10674 -5.00171 0.4213 -0.1282 -0.8875
N 1.94068 1.41222 -1.85222 -0.1643 0.2079 -1.1025
H 1.91028 -0.40642 -4.83961 0.3537 0.3719 -0.2381
H 0.75250 0.91867 -4.53620 -0.0242 -0.0659 -0.0780
H 0.86172 -0.52593 -3.51182 0.0145 0.2929 0.4434
H 3.22817 0.24899 -2.84496 0.3409 0.0254 -0.4861
H 4.08492 2.58099 -3.33815 -0.0510 -0.3177 0.8227
H 2.61801 3.10140 -3.99521 -0.5241 -0.4116 -0.4789
H 5.76766 1.52492 -4.34474 -0.1502 0.6650 0.2663
H 5.45376 1.05322 -5.99361 0.1330 -0.3241 -0.0204
H 4.85782 0.10144 -4.60698 -0.4971 -0.2182 -0.1378
H 1.37471 2.23591 -1.99822 -0.7540 0.2444 -0.1579
H 2.68369 1.82571 -1.30720 0.7247 -0.1602 0.4175
C 0.01454 -0.85638 3.12597 -0.1840 -0.0848 0.2813
C -1.37766 -1.51570 2.92632 0.1170 1.1335 0.4411
C -2.41480 -1.06909 4.00571 1.1243 0.6935 -1.2396
O -1.94233 -1.29822 5.31717 0.2860 0.2484 -1.0672
C -2.85284 -0.88539 6.26387 -0.0527 -0.7694 1.9317
N -1.87651 -1.02684 1.64225 -0.5718 -0.3055 0.1648
H 0.75462 -1.05048 2.34964 -0.1810 -0.8656 -0.1035
H 0.43795 -1.07507 4.10627 0.0044 -0.0966 -0.0534
H -0.02311 0.22781 3.02008 -0.6893 0.1968 0.3493
H -1.40390 -2.60301 2.99816 0.7519 -0.2721 -0.1466
H -3.36975 -1.54196 3.77637 -0.2307 -0.5515 0.3584
H -2.60129 -0.01501 3.80017 0.1326 0.4032 0.3280
H -2.46737 -1.21892 7.22734 -0.0325 -0.7131 0.1129
H -3.80667 -1.38177 6.08521 -0.3948 0.3353 0.1328
H -2.94537 0.16413 6.54325 -0.1725 0.6510 -1.2684
H -1.15109 -0.98910 0.94050 0.3704 0.0615 -0.0962
H -2.58732 -1.65541 1.29620 -0.2039 0.0126 -0.1724
C 1.59403 -7.00927 -1.33425 -1.0528 0.0032 -0.6804
C 0.67650 -6.07454 -2.13596 0.5237 2.1155 -0.2442
C 0.01706 -4.99773 -1.33127 -1.2265 1.7234 0.3047
O -0.94873 -4.29248 -2.21092 -0.1360 -1.1984 1.5205
C -2.00706 -3.74190 -1.43269 -0.0358 0.5207 -0.6074
N 1.46940 -5.31763 -3.13287 1.1275 -1.2450 -0.4736
H 2.33705 -6.50419 -0.71707 -0.2224 0.2342 0.0315
H 2.12705 -7.64262 -2.04339 -0.0126 -0.1522 0.0651
H 0.92168 -7.61729 -0.72898 0.3690 -0.2248 0.2634
H -0.15515 -6.56579 -2.64107 0.2366 -0.5806 -0.0461
H 0.67272 -4.17846 -1.03632 0.7108 -0.3265 0.1448
H -0.46067 -5.29851 -0.39885 -0.4423 -0.4696 -0.0903
H -1.69695 -2.88290 -0.83767 0.3391 0.1655 0.0385
H -2.49510 -4.42015 -0.73276 0.1712 -0.5481 -0.0813
H -2.76809 -3.38935 -2.12885 0.0377 -0.0025 -0.0740
H 1.26969 -4.33527 -3.25603 -0.7218 -0.0492 0.2098
H 2.41099 -5.33545 -2.76788 0.3411 0.0941 -0.2788
```
Forces are in eV/Å.

For the total energy, the calculation gives -1232.24966 a.u. As for the total charge: -1. The HOMO energy (spin up / spin down) comes out at 0.028 / -0.250 hartree. Its largest force on an atom is 2.193 eV/Å. Its relative energy (zero: lowest compared OMol25 entry of this formula, charge and spin) is 0.2774 eV. Its spin multiplicity is 2. As for the expectation value of S²: 0.75.



- Among the records above, which one has the lowest total charge?
  C16H46N4O5